1.
C30H76IN4O4PSi | ωB97M-V/def2-TZVPD

XYZ file:
```
117
Properties=species:S:1:pos:R:3:mulliken_charge:R:1
C 7.04396 1.10144 -2.83532 -1.44
C 7.02327 0.85987 -1.33137 0.05
I 5.07347 0.29319 -0.69041 0.15
C 7.46395 2.14562 -0.66911 -0.80
O 7.28062 2.00926 0.75000 0.05
P 8.25035 2.82842 1.70148 0.70
O 9.42748 2.06865 2.06583 -0.73
O 8.62903 4.15658 0.93915 -0.52
O 7.40295 3.36413 2.87326 -0.33
Si 6.70174 2.21747 3.94683 0.54
C 5.68792 0.90008 3.09347 -0.70
C 5.52349 3.21648 5.01853 -1.09
C 7.93849 1.38432 5.05977 -1.10
H 7.93697 1.67621 -3.05103 0.42
H 7.08710 0.17539 -3.38802 0.37
H 6.17609 1.66375 -3.13879 0.41
H 7.77144 0.11682 -1.09572 0.37
H 6.88092 2.98457 -1.02651 0.21
H 8.51073 2.25139 -0.92305 0.51
H 9.41581 3.97331 0.39623 0.34
H 5.02018 1.33311 2.35780 -0.10
H 6.28183 0.16800 2.56772 0.37
H 5.08382 0.43091 3.85788 0.45
H 5.04466 3.93946 4.36922 0.24
H 6.06357 3.72431 5.80495 0.38
H 4.75361 2.55553 5.39400 0.34
H 8.55505 2.07879 5.61247 0.34
H 8.55152 0.65626 4.55190 0.32
H 7.36161 0.83678 5.80093 0.34
C -0.93318 -3.70493 2.23911 -1.55
C -0.43082 -2.58269 1.34322 -0.11
N 1.01159 -2.56386 1.19605 0.14
C 1.50385 -1.35042 0.57023 -0.41
C 1.10180 -1.07771 -0.88390 -0.90
C 1.61575 -3.80192 0.73735 -0.76
C 1.15749 -4.37221 -0.61250 -0.96
H -0.45846 -3.66379 3.22014 0.34
H -2.01125 -3.61115 2.37647 0.45
H -0.74742 -4.68865 1.80649 0.32
H -0.73237 -1.63380 1.79601 0.34
H -0.95375 -2.64417 0.37462 0.19
H 2.59453 -1.33391 0.64277 0.33
H 1.16820 -0.50448 1.18045 0.03
H 1.65262 -1.70124 -1.58705 0.26
H 1.32881 -0.03939 -1.13827 0.38
H 0.03445 -1.22661 -1.04959 0.17
H 1.44498 -4.56331 1.50242 0.43
H 2.70033 -3.66941 0.72172 0.34
H 0.07439 -4.32559 -0.73363 0.23
H 1.44793 -5.42234 -0.68445 0.38
H 1.61873 -3.85574 -1.45256 0.28
C -0.32967 2.54574 2.72997 -1.13
C 0.86406 3.47396 2.56008 -0.42
N 1.81115 3.01181 1.56467 0.54
C 3.06832 3.73934 1.58656 -0.31
C 3.04805 5.23072 1.22823 -1.35
C 1.25675 2.74795 0.24858 -0.11
C 0.55574 3.90458 -0.47866 -1.18
H -0.00490 1.53041 2.96301 0.26
H -0.95824 2.89991 3.54786 0.49
H -0.95284 2.51202 1.83523 0.04
H 1.38574 3.52571 3.51956 0.52
H 0.49432 4.49102 2.35263 0.28
H 3.77921 3.22910 0.93235 0.11
H 3.48762 3.63968 2.59391 0.19
H 2.93594 5.39152 0.15696 0.32
H 3.99477 5.68988 1.52104 0.47
H 2.25300 5.76945 1.74423 0.27
H 0.54561 1.92168 0.33942 -0.12
H 2.04939 2.35316 -0.39346 0.31
H -0.09589 4.47932 0.18091 0.25
H -0.06651 3.50892 -1.28466 0.20
H 1.27415 4.58385 -0.93423 0.34
C -2.52091 1.09546 -0.92109 -0.92
C -2.75902 1.74042 -2.27746 -0.52
N -2.88742 0.77748 -3.35344 0.22
C -2.85145 1.38246 -4.67292 -0.70
C -3.98685 2.33641 -5.06485 -0.98
C -3.89035 -0.25280 -3.15574 -0.66
C -5.34447 0.18454 -2.93190 -0.83
H -1.64652 0.44295 -0.94325 0.06
H -2.34948 1.86741 -0.16866 0.22
H -3.38041 0.51054 -0.59086 0.47
H -1.90155 2.38151 -2.50016 0.48
H -3.63204 2.40850 -2.20036 0.13
H -2.78608 0.58467 -5.41762 0.39
H -1.90571 1.92757 -4.75539 0.40
H -4.90677 1.80220 -5.29834 0.23
H -3.70524 2.89108 -5.96212 0.40
H -4.19974 3.06778 -4.28490 0.27
H -3.58460 -0.85860 -2.29858 0.18
H -3.84908 -0.94151 -4.00323 0.40
H -5.42460 1.02651 -2.24318 0.29
H -5.91069 -0.64437 -2.50002 0.19
H -5.83702 0.45507 -3.86446 0.29
C -8.41212 -5.78756 1.09932 -1.44
C -8.23575 -5.59854 -0.39988 -0.31
N -8.48378 -4.24002 -0.84224 0.12
C -8.57886 -4.11358 -2.28590 -0.72
C -7.33085 -4.41572 -3.12539 -0.78
C -7.71423 -3.20916 -0.16993 -0.81
C -6.18301 -3.29965 -0.22908 -0.72
H -9.40363 -5.46566 1.41962 0.33
H -8.29627 -6.84180 1.35314 0.43
H -7.66746 -5.23413 1.67244 0.29
H -8.95356 -6.25035 -0.90482 0.46
H -7.23453 -5.95943 -0.68536 0.24
H -8.92848 -3.10495 -2.52246 0.35
H -9.38169 -4.77895 -2.61880 0.40
H -6.59700 -3.61237 -3.07028 0.05
H -7.61213 -4.51718 -4.17551 0.40
H -6.84788 -5.34658 -2.82753 0.27
H -8.01227 -3.19597 0.88123 0.38
H -8.03185 -2.23649 -0.55413 0.34
H -5.82000 -4.31426 -0.06087 0.31
H -5.74762 -2.66667 0.54720 0.37
H -5.79264 -2.94874 -1.18361 0.03
```

Computed properties:
**Molecular weight**: 742.9 g mol⁻¹
**Total charge**: 0
**ΔE to the lowest compared entry with this formula, charge and spin**: 8.2 kcal/mol
**2S+1**: 1
**Maximum force**: 1.411 eV/Å
**HOMO energy**: -8.0 eV
**Gap between HOMO and LUMO**: 8.421 eV
**LUMO level**: 0.0140 Eh


2.
C30H79BN5Na2 | ωB97M-V/def2-TZVPD

XYZ file:
```
117
Properties=species:S:1:pos:R:3:mulliken_charge:R:1
Na 2.14947 2.02586 1.30293 0.64
Na -0.25599 -3.31523 -0.87234 0.70
B -0.16775 -0.17924 0.57110 1.12
H -0.26567 0.25658 1.55330 -0.40
H 0.66477 -0.86538 0.58998 -0.54
H -1.06332 -0.68710 0.24817 -0.39
H 0.03367 0.57953 -0.16913 -0.41
C -2.02453 -4.36470 2.73552 -1.22
C -1.53952 -5.72097 2.30787 -0.62
N -0.18885 -5.75421 1.66727 0.48
C 0.07074 -7.12801 1.26512 -0.48
C -0.39192 -7.47674 -0.12706 -1.29
C 0.80996 -5.38486 2.69338 -0.42
C 2.13134 -4.97809 2.04671 -1.16
H -1.94331 -3.62165 1.94220 0.22
H -1.52645 -4.02989 3.64543 0.36
H -3.09026 -4.46755 2.93982 0.42
H -1.64713 -6.39303 3.15926 0.31
H -2.26048 -6.11671 1.59254 0.40
H 1.14179 -7.32925 1.24364 0.34
H -0.34232 -7.91128 1.90069 0.34
H -0.24066 -8.53707 -0.32933 0.39
H -1.44522 -7.26121 -0.30650 0.31
H 0.05732 -6.85001 -0.89746 0.24
H 0.98799 -6.18566 3.41110 0.29
H 0.49926 -4.56181 3.33692 0.31
H 2.70577 -5.75008 1.53470 0.33
H 2.76579 -4.55674 2.82647 0.40
H 2.01138 -4.18388 1.30986 0.16
C 6.02369 -0.15474 0.85048 -1.36
C 6.37877 1.28831 0.62971 -0.36
N 5.41000 2.00481 -0.25385 0.32
C 5.97248 3.37672 -0.48080 -0.67
C 7.11151 3.48861 -1.53140 -1.12
C 5.10303 1.22209 -1.47134 -0.58
C 4.11149 1.88041 -2.45667 -1.21
H 6.06703 -0.80372 -0.02418 0.33
H 4.99292 -0.22908 1.19703 0.30
H 6.69924 -0.51034 1.62847 0.40
H 6.36185 1.76079 1.61184 0.31
H 7.40278 1.35411 0.26206 0.27
H 5.14371 4.03913 -0.73068 0.38
H 6.39761 3.77400 0.44090 0.38
H 7.51298 4.50192 -1.54289 0.41
H 7.93949 2.81777 -1.30226 0.29
H 6.85131 3.28377 -2.56988 0.26
H 4.68122 0.24545 -1.23394 0.46
H 6.01546 0.98681 -2.01925 0.38
H 3.30952 2.32739 -1.86917 0.20
H 3.70995 1.16850 -3.17782 0.38
H 4.58066 2.69178 -3.01313 0.28
C -5.85268 1.87601 -1.13212 -1.13
C -4.77386 2.90761 -1.33570 -0.83
N -5.12714 4.22232 -1.87342 0.03
C -5.94540 4.14367 -3.11711 -0.54
C -5.37843 3.22671 -4.28162 -1.21
C -5.74065 5.06115 -0.84630 -0.27
C -6.08561 6.45625 -1.18741 -1.39
H -6.39979 1.62996 -2.04219 0.26
H -6.56354 2.19582 -0.37022 0.32
H -5.42281 0.93545 -0.78766 0.40
H -4.23323 3.11568 -0.41238 0.47
H -3.93728 2.57368 -1.94948 0.39
H -6.97410 3.90274 -2.84910 0.42
H -6.00606 5.11896 -3.60004 0.44
H -5.45527 2.18753 -3.96175 0.21
H -5.96215 3.24249 -5.20201 0.42
H -4.34953 3.51191 -4.50101 0.30
H -5.05408 5.09924 -0.00057 0.38
H -6.65451 4.65558 -0.41216 0.30
H -7.10964 6.55138 -1.54852 0.31
H -5.44203 6.86441 -1.96671 0.35
H -6.01682 7.14236 -0.34323 0.39
C 3.93054 4.78462 5.63269 -1.17
C 3.48948 4.06049 4.36591 -0.53
N 2.57822 2.89681 4.59026 0.32
C 3.16375 1.82918 5.44846 -0.58
C 2.44719 0.45672 5.49213 -1.24
C 1.29842 3.31110 5.23362 -0.38
C 0.53477 4.28789 4.35653 -1.23
H 4.46828 4.06447 6.24938 0.28
H 3.09154 5.20006 6.19090 0.26
H 4.68772 5.55066 5.46548 0.43
H 3.01368 4.81243 3.73639 0.38
H 4.41055 3.76806 3.86170 0.25
H 4.15784 1.72451 5.01379 0.43
H 3.29856 2.23395 6.45150 0.33
H 2.95877 -0.27881 6.11292 0.40
H 1.47139 0.58081 5.96174 0.32
H 2.32061 -0.00529 4.51304 0.26
H 1.35554 3.74584 6.23154 0.33
H 0.60418 2.47373 5.30398 0.33
H 0.38750 3.91907 3.34145 0.18
H 1.08707 5.22741 4.33713 0.29
H -0.45664 4.48516 4.76431 0.42
C -1.43284 -0.83091 -4.24984 -1.38
C -2.63659 -1.78366 -4.18404 -0.37
N -2.27224 -3.17134 -3.87489 0.23
C -1.32625 -3.73122 -4.87130 -0.68
C -1.89891 -3.86130 -6.25544 -1.13
C -3.41299 -4.05851 -3.64257 -0.52
C -4.28572 -3.71603 -2.45177 -1.24
H -0.71627 -0.93023 -3.43451 0.29
H -1.77321 0.18648 -4.44262 0.40
H -0.80359 -1.03436 -5.11630 0.37
H -3.31958 -1.36960 -3.44229 0.36
H -3.19484 -1.75316 -5.11973 0.22
H -0.40206 -3.15343 -4.88291 0.40
H -0.96406 -4.69845 -4.52290 0.43
H -1.12694 -3.56165 -6.96421 0.32
H -2.28692 -4.84580 -6.51682 0.34
H -2.71688 -3.17297 -6.46811 0.32
H -3.01321 -5.06570 -3.52493 0.40
H -3.98412 -4.11951 -4.56895 0.31
H -3.74193 -3.50429 -1.53114 0.23
H -5.01981 -4.49395 -2.24188 0.41
H -4.89752 -2.84648 -2.69192 0.35
```

Computed properties:
**Molecular weight**: 566.8 g mol⁻¹
**Total charge**: +1
**2S+1**: 1
**Maximum force**: 4.774 eV/Å
**HOMO energy**: -9.6 eV
**Gap between HOMO and LUMO**: 6.703 eV
**LUMO level**: -0.1046 Eh


3.
C30H81N3O18 | ωB97M-V/def2-TZVPD

XYZ file:
```
132
Properties=species:S:1:pos:R:3:mulliken_charge:R:1
C 12.72256 19.12889 10.54981 -0.43
O 12.89889 20.47391 10.09489 -0.39
C 14.13388 20.96887 10.44168 -0.16
C 14.21600 22.37433 9.94161 -0.52
N 14.48152 22.38956 8.45886 -0.53
C 14.25545 23.69364 7.80082 -0.75
C 15.23061 24.78879 8.13331 -0.68
O 14.76435 25.48970 9.29138 -0.28
C 15.76063 26.36721 9.78551 -0.80
H 12.59618 19.16700 11.61724 -0.18
H 13.49855 18.46830 10.20556 0.41
H 11.79307 18.77435 10.09368 0.42
H 14.88379 20.34769 9.97991 0.38
H 14.26434 20.85594 11.53774 0.08
H 15.03178 22.87131 10.44927 0.29
H 13.24050 22.82830 10.15546 0.32
H 13.73481 21.81067 8.11630 0.26
H 13.26669 24.05159 8.02868 0.41
H 14.28740 23.57795 6.70853 0.42
H 15.45483 25.49980 7.34481 0.54
H 16.17504 24.27130 8.31560 0.35
H 16.68606 25.82188 9.98102 0.35
H 15.40757 26.78375 10.72028 0.19
H 15.85693 27.21851 9.12311 0.36
C 13.85417 15.84256 12.10416 -0.99
O 13.65039 15.01874 13.18275 -0.36
C 14.80315 14.18326 13.51058 -0.94
C 14.60168 13.52818 14.83138 -0.15
N 13.50555 12.64315 14.85901 -0.39
C 13.01911 12.27914 16.20847 -0.27
C 11.85029 11.32962 16.13536 -0.84
O 10.66624 11.97635 15.62544 -0.23
C 9.63040 11.03524 15.50754 -0.86
H 14.28764 15.32600 11.24959 0.46
H 14.55062 16.64766 12.36597 0.28
H 12.88950 16.26042 11.78938 0.25
H 15.70948 14.78558 13.48707 0.54
H 14.95179 13.45604 12.73410 0.35
H 14.49160 14.36219 15.51872 -0.01
H 15.59019 13.10136 15.07002 0.40
H 12.68125 13.01789 14.39452 0.31
H 12.84826 13.22508 16.70958 0.00
H 13.85669 11.75171 16.64853 0.41
H 11.62201 10.97568 17.13736 0.47
H 12.19556 10.46748 15.55324 0.40
H 9.14439 10.73880 16.45454 0.32
H 10.05187 10.07071 15.15682 0.32
H 8.91665 11.37515 14.76679 0.26
C 12.36203 23.40935 14.49410 -0.51
O 12.60032 24.24062 13.37212 -0.53
C 13.96744 24.37022 13.02893 0.20
C 14.76900 25.10174 14.07657 -0.90
N 14.25321 26.46611 14.23871 -0.21
C 14.72952 27.16690 15.39084 -0.41
C 14.02927 28.51458 15.35793 -0.72
O 12.58163 28.27127 15.47582 -0.29
C 11.99405 29.50448 15.62650 -0.76
H 11.31934 23.21025 14.65854 0.58
H 12.67722 23.83787 15.43989 0.12
H 12.86688 22.46743 14.37846 0.08
H 14.01886 24.87814 12.07286 0.06
H 14.49842 23.39094 12.94372 0.06
H 15.76962 25.26155 13.67163 0.52
H 14.83947 24.60606 15.04380 0.19
H 13.26714 26.35886 14.42521 0.33
H 15.80418 27.34604 15.30606 0.41
H 14.63664 26.63830 16.35233 0.03
H 14.25404 29.04045 14.42081 0.36
H 14.36354 29.13291 16.18624 0.49
H 10.92936 29.46288 15.51878 0.25
H 12.51080 30.22660 14.98254 0.31
H 12.27776 29.92182 16.61441 0.29
O 18.49554 17.80598 14.37573 -0.54
C 17.95527 18.43243 15.57620 -0.69
C 16.89576 19.38283 15.16559 0.90
O 17.39794 20.40637 14.32713 -0.51
H 19.07000 17.10719 14.67856 0.29
H 17.35922 17.73427 16.17662 0.38
H 18.82632 18.80154 16.14000 0.40
H 16.44769 19.73835 16.09000 -0.01
H 16.10773 18.85722 14.61315 -0.54
H 18.30813 20.25414 14.10386 0.35
O 14.51185 21.14684 18.74628 -0.51
C 13.40138 21.95833 18.28931 0.30
C 13.60972 23.43140 18.46395 -0.66
O 14.73347 23.67807 17.58632 -0.55
H 15.23294 21.76977 18.90834 0.25
H 13.21965 21.76579 17.20321 -0.22
H 12.56469 21.70066 18.95782 0.34
H 13.92848 23.63713 19.51470 0.42
H 12.78246 24.08816 18.14947 0.38
H 15.01686 24.58577 17.78327 0.27
O 6.34674 18.52326 14.90588 -0.56
C 7.59894 19.06280 14.37087 0.47
C 7.77908 19.00006 12.89841 -0.47
O 8.97613 19.66171 12.51821 -0.49
H 6.66175 17.72044 15.29500 0.34
H 7.60452 20.13180 14.59850 0.21
H 8.46588 18.63085 14.86461 -0.28
H 6.94653 19.38271 12.34427 0.37
H 7.84074 17.96424 12.50579 0.27
H 9.13919 19.41829 11.62652 0.25
O 10.98243 18.74007 14.45032 -0.53
C 11.90030 19.81414 14.50455 -0.47
C 13.32752 19.23929 14.49968 -0.54
O 13.53769 18.34156 15.54559 0.51
H 10.37112 18.93615 13.71760 0.02
H 11.65521 20.54402 13.72861 0.67
H 11.83869 20.37081 15.44120 0.25
H 14.14400 19.94882 14.68937 0.39
H 13.55202 18.79465 13.52836 -0.42
H 13.01790 17.48129 15.42992 -0.10
O 12.14040 15.75011 15.41030 0.16
C 10.74472 15.33782 15.56898 -0.21
C 10.08131 15.93994 16.74897 -0.41
O 9.65019 17.34587 16.53107 -0.53
H 12.46529 15.51908 14.50816 -0.01
H 10.17082 15.75734 14.72468 0.24
H 10.55475 14.25896 15.57595 0.23
H 10.73577 15.91537 17.63701 0.05
H 9.15400 15.37404 16.87803 0.40
H 10.28256 17.70955 15.89582 0.27
O 14.72660 17.83204 18.02742 -0.55
C 13.72638 17.15961 18.70542 -0.14
C 12.55401 18.06662 19.15784 -0.20
O 12.87749 19.09868 20.02345 -0.59
H 14.40865 18.09949 17.16191 0.52
H 13.44070 16.32684 18.08002 -0.15
H 14.23701 16.59517 19.49918 0.36
H 11.85513 17.46018 19.69830 0.42
H 11.97088 18.37992 18.27353 0.15
H 13.66100 19.52286 19.68046 0.30
```

Computed properties:
**Molecular weight**: 772.0 g mol⁻¹
**Total charge**: 0
**ΔE to the lowest compared entry with this formula, charge and spin**: 15.8 kcal/mol
**2S+1**: 1
**SMILES string**: COCCNCCOC.COCCNCCOC.COCCNCCOC.OCCO.OCCO.OCCO.OCCO.OCCO.OCCO
**Maximum force**: 2.534 eV/Å
**HOMO energy**: -8.9 eV
**Gap between HOMO and LUMO**: 9.292 eV
**LUMO level**: 0.0141 Eh